This record from the OMol25 dataset describes a cluster of 14 separate species, C48H121N7O24 in total at a distorted geometry. The level of theory is ωB97M-V/def2-TZVPD.

The geometry in XYZ format:
```
200
Properties=species:S:1:pos:R:3:forces:R:3
O 2.8390 2.8462 -1.9674 0.37 -1.22 -1.10
H 3.4472 3.5550 -1.7453 1.47 1.29 -0.13
H 2.5200 2.9694 -2.8645 -0.48 -0.01 -0.41
H 2.1009 2.8388 -1.3536 -3.11 -0.91 1.63
O -0.1822 -3.8010 2.7535 0.19 -2.78 0.59
H -0.3799 -3.5505 3.6589 -0.53 1.13 1.66
H -0.7968 -3.3604 2.1622 -1.84 2.30 -2.38
H 0.7202 -3.5991 2.4954 2.01 0.38 -0.58
C 0.5720 0.5644 0.3335 -1.18 -4.60 2.36
C -0.2847 1.1841 -0.5321 0.17 1.55 -0.02
C -1.7033 0.7041 -0.7755 -1.91 1.88 -1.02
O -2.6510 1.3240 -1.4812 2.54 0.26 0.50
C -2.1731 -0.4247 -0.1233 2.93 -2.97 2.66
C -1.3050 -1.2722 0.7225 2.54 5.96 -2.59
C 0.2129 -0.6825 1.0234 -4.44 2.52 -3.90
O 0.9725 -1.3041 1.7550 2.14 -2.56 2.60
O -1.5942 -2.3950 1.1242 -1.11 -4.18 2.08
O 0.2567 2.3191 -0.9329 -0.41 1.31 -1.98
H 1.5442 0.9463 0.6079 0.08 0.41 -0.29
H -3.1697 -0.8139 -0.2702 -0.11 0.25 -0.36
O 2.9067 0.2283 2.6537 0.76 0.91 1.35
H 2.1536 -0.3037 2.3966 -1.19 -0.80 -0.44
H 3.4492 0.2726 1.8664 0.18 -0.03 -0.21
O -3.6716 -4.0349 -0.1356 -0.75 -0.53 -0.35
H -3.2323 -3.3286 0.3381 0.74 0.64 0.35
H -3.0767 -4.7809 -0.0599 0.16 -0.03 0.02
O -5.4471 2.3936 -0.3328 -0.79 0.58 -0.42
H -4.5794 2.1972 -0.6860 0.87 -0.37 -0.40
H -5.4451 2.0016 0.5404 0.18 -0.35 0.37
O -0.9792 2.8121 -3.7250 0.31 0.36 -1.06
H -0.0474 2.6294 -3.8459 0.12 -0.19 0.15
H -1.1930 2.4193 -2.8787 -0.49 -0.38 0.93
C -0.9677 9.0955 -0.7755 1.19 -0.84 0.11
O -0.5651 8.2214 -1.8372 -0.77 0.28 0.81
C -0.4012 6.8876 -1.3738 0.60 -0.83 -1.40
C -0.4628 5.8781 -2.5615 -2.33 0.06 -0.30
N -1.8367 5.7534 -3.2485 1.31 0.38 1.30
C -2.8842 5.4634 -2.2813 -0.48 -0.32 0.23
C -4.1462 4.8694 -2.8881 0.52 -1.07 -0.89
O -3.7414 3.7394 -3.6861 -0.63 0.14 0.48
C -4.8151 2.8834 -4.0766 0.31 0.73 0.88
H -0.9807 10.1231 -1.1387 -0.79 -0.23 -0.14
H -0.2283 9.1140 0.0251 0.73 -0.08 0.06
H -1.8063 8.6717 -0.2230 -0.82 0.52 -0.55
H -1.1156 6.5214 -0.6365 -0.54 0.56 0.05
H 0.5604 6.8191 -0.8652 0.44 -0.10 0.04
H -0.3370 4.8760 -2.1516 0.36 -0.12 0.06
H 0.2470 6.0411 -3.3725 0.22 0.29 0.24
H -2.1132 6.6282 -3.6711 0.40 0.31 -0.21
H -3.1577 6.3348 -1.6864 -0.34 0.52 0.04
H -2.5925 4.7558 -1.5052 0.61 -0.40 -0.35
H -4.7296 5.5340 -3.5253 0.06 0.55 -0.21
H -4.8035 4.5948 -2.0631 -0.12 -0.37 0.15
H -5.4190 2.6175 -3.2090 -0.08 -0.15 0.25
H -4.4158 1.9589 -4.4938 0.16 0.29 -0.17
H -5.4768 3.4175 -4.7584 -0.11 -0.08 -0.47
C 2.8022 4.1069 1.5722 -0.86 0.60 0.35
O 3.5489 3.9355 0.3609 0.98 0.85 0.02
C 4.4868 5.0436 0.0989 -0.18 -1.42 0.18
C 5.5135 4.6615 -1.0126 -0.94 1.12 0.52
N 4.7947 4.6438 -2.3283 0.70 -1.38 1.02
C 5.7162 4.4975 -3.4836 0.93 1.81 1.23
C 6.6044 5.8366 -3.6012 -0.02 -1.68 -2.08
O 8.0153 5.6888 -3.3935 -1.06 0.86 2.05
C 8.7137 4.9640 -4.3278 0.06 -0.35 -1.75
H 3.3747 4.3959 2.4535 0.79 -0.13 -0.20
H 2.2147 3.2402 1.8750 0.43 -0.52 -0.70
H 2.0534 4.8941 1.4848 -0.04 0.27 -0.46
H 5.0129 5.2429 1.0325 0.15 0.14 0.01
H 3.9144 5.9287 -0.1789 -0.08 0.19 -0.06
H 6.0893 3.7995 -0.6759 -0.51 -0.63 -0.70
H 6.2682 5.4442 -1.0896 0.12 0.33 0.42
H 4.3710 5.5606 -2.3257 -0.22 0.21 -0.54
H 5.1438 4.2821 -4.3858 0.14 0.14 0.03
H 6.4528 3.7162 -3.2965 -0.42 -0.37 0.09
H 6.1475 6.6238 -3.0014 0.64 -0.01 0.29
H 6.5297 6.1235 -4.6501 -0.31 0.41 -0.19
H 8.5600 3.8864 -4.2716 0.19 -0.20 0.33
H 9.7729 5.2198 -4.3559 0.01 -0.11 0.80
H 8.4169 5.2306 -5.3422 -0.45 0.15 -0.37
C -8.7516 0.8434 1.3804 -0.31 0.24 0.43
O -8.5748 -0.0556 2.4756 0.34 1.16 -0.79
C -8.4132 -1.4031 2.0977 -1.04 -0.53 0.27
C -6.9892 -1.7468 1.7083 -0.95 1.11 0.22
N -6.1064 -1.1755 2.6899 1.20 -0.98 -0.47
C -4.7665 -1.0162 2.1072 0.40 1.54 1.68
C -4.3215 0.3464 2.6900 1.38 -0.17 -1.53
O -5.1971 1.3734 2.2079 -1.14 -0.03 1.20
C -5.2626 2.5284 3.0760 0.91 -0.88 -1.38
H -8.0089 0.8114 0.5832 0.25 -0.40 0.09
H -8.7320 1.8629 1.7654 0.09 -0.07 0.22
H -9.7471 0.6950 0.9619 -0.13 -0.14 -0.28
H -9.0630 -1.6392 1.2551 -0.24 -0.01 -0.28
H -8.8697 -1.8814 2.9642 0.63 -0.78 0.06
H -6.8661 -1.1976 0.7749 0.25 -0.11 -0.63
H -6.8222 -2.8000 1.4826 -0.02 -0.07 0.33
H -6.3632 -0.2069 2.8160 -0.88 -0.12 0.09
H -4.7272 -0.9771 1.0186 -0.24 0.00 -0.06
H -4.0250 -1.7334 2.4592 -0.13 -0.33 -0.11
H -3.3338 0.5960 2.3025 0.32 -0.12 -0.02
H -4.2199 0.2988 3.7742 -0.56 0.12 0.21
H -4.2997 3.0038 2.8891 0.14 0.46 0.80
H -5.4181 2.1923 4.1012 -0.01 0.34 0.08
H -6.0233 3.2137 2.7021 -0.21 -0.30 0.13
C -3.9792 -4.1082 -8.6597 0.00 0.63 0.67
O -3.8722 -3.9511 -7.2545 -0.17 0.74 0.53
C -2.8013 -3.0113 -6.8126 0.01 -2.60 -0.28
C -2.8036 -2.9147 -5.2779 -0.45 1.00 -0.88
N -3.9013 -2.0239 -4.8535 0.57 -0.51 0.15
C -4.0067 -1.9944 -3.3699 -0.64 0.20 -0.90
C -5.1272 -1.0355 -2.8428 1.71 -1.24 -1.21
O -6.3838 -1.4309 -3.3856 0.13 0.70 0.20
C -7.4208 -0.8756 -2.5831 0.13 -1.79 0.05
H -4.6801 -4.8918 -8.9473 -0.24 -0.03 0.60
H -3.0354 -4.4152 -9.1105 0.37 0.36 -0.13
H -4.3632 -3.1591 -9.0338 0.24 0.02 -0.69
H -2.7435 -2.0607 -7.3428 -0.71 0.15 0.12
H -1.9621 -3.6161 -7.1562 0.88 0.43 0.29
H -1.8433 -2.5083 -4.9604 0.07 0.26 -0.03
H -2.8522 -3.9107 -4.8378 -0.19 -0.36 -0.03
H -4.7042 -2.4924 -5.2483 -0.63 0.28 0.19
H -3.0133 -1.7155 -3.0187 -0.20 0.42 0.38
H -4.1814 -3.0128 -3.0226 -0.22 -0.15 0.41
H -4.8884 -0.0262 -3.1780 0.00 0.17 0.40
H -5.0813 -1.1506 -1.7598 -0.31 0.35 0.20
H -8.3599 -1.1192 -3.0800 -0.07 0.66 -0.21
H -7.2771 0.1590 -2.2713 -0.04 0.15 -0.37
H -7.4322 -1.5205 -1.7044 -0.16 0.30 0.69
C 2.0597 -7.8566 -0.0662 -1.49 0.45 0.52
O 2.5262 -6.6020 0.3935 0.60 0.46 -0.35
C 1.7826 -5.4457 -0.0702 1.09 0.67 0.45
C 2.5298 -4.1695 0.5398 -0.82 -1.17 -0.29
N 2.5368 -4.1276 2.0106 -0.38 0.89 -0.98
C 3.5613 -3.1511 2.4775 1.26 -1.45 -0.36
C 5.0209 -3.6215 2.1609 0.37 -1.12 1.45
O 5.2340 -4.8027 2.9739 0.58 -1.31 1.08
C 6.5544 -5.4483 2.8928 -0.95 2.66 -0.64
H 1.1678 -8.0597 0.5264 -0.40 -0.36 -0.07
H 2.7100 -8.7135 0.1100 0.63 0.59 0.04
H 1.7345 -7.8439 -1.1065 0.26 0.11 -0.26
H 0.7136 -5.5727 0.1006 -0.09 0.20 0.62
H 1.8752 -5.3468 -1.1517 0.18 -0.10 -0.27
H 2.1649 -3.1962 0.2119 -0.43 -0.20 -0.39
H 3.5350 -4.3128 0.1436 0.23 0.16 -0.03
H 2.7234 -5.0943 2.2361 0.64 0.04 0.94
H 3.4648 -3.0491 3.5584 0.22 -0.18 0.08
H 3.4770 -2.1250 2.1194 -0.75 -0.26 -0.51
H 5.7364 -2.8658 2.4849 0.02 0.39 0.04
H 5.3303 -3.9469 1.1677 -0.69 0.57 -0.58
H 6.6715 -5.7718 1.8585 0.28 -0.59 0.15
H 6.8217 -6.1577 3.6760 -1.09 -0.39 -0.21
H 7.2750 -4.6507 3.0734 0.38 0.22 -0.25
C -0.2050 -2.8118 9.5601 -1.44 1.08 -0.80
O -0.6042 -3.1701 8.2254 1.20 0.09 0.18
C 0.5303 -3.2595 7.3750 0.78 -1.13 -0.69
C 0.1493 -3.6847 5.9304 -0.06 0.92 1.74
N -0.5580 -2.6292 5.2028 0.24 -0.15 -0.05
C 0.2095 -1.3909 4.9929 0.04 0.17 -0.78
C -0.7205 -0.3498 4.3570 1.07 -0.91 0.24
O -1.6226 0.1148 5.3774 -0.38 -0.33 -0.84
C -1.1075 1.0994 6.2275 0.23 0.30 -0.02
H -1.1619 -2.6175 10.0445 0.08 -0.71 0.52
H 0.2119 -1.8049 9.5795 0.69 0.03 -0.28
H 0.4558 -3.5060 10.0794 -0.17 -0.27 -0.19
H 1.2117 -4.0412 7.7106 -0.01 -0.47 0.47
H 1.1864 -2.3895 7.4015 -0.45 0.61 -0.04
H -0.4130 -4.6076 6.0721 -0.66 0.19 -0.35
H 1.0306 -4.0143 5.3801 0.32 0.39 0.00
H -1.3121 -2.2550 5.7608 -0.78 -0.74 0.12
H 1.0536 -1.5919 4.3333 0.08 0.11 -0.05
H 0.5594 -0.9270 5.9151 0.31 -0.30 0.24
H -1.2105 -0.8260 3.5078 -0.80 0.11 0.31
H -0.0786 0.3804 3.8641 -0.19 0.77 0.43
H -0.6783 1.9017 5.6273 0.15 0.23 0.11
H -0.3632 0.7300 6.9330 0.42 -0.23 -0.09
H -1.8842 1.5077 6.8741 -0.38 -0.10 -0.36
C 6.0872 -5.5802 -1.5419 0.24 0.73 -0.94
O 5.6938 -4.1909 -1.4522 0.26 -1.02 0.52
C 5.1610 -3.6384 -2.6327 -1.96 -0.27 -0.62
C 4.1075 -2.5435 -2.3069 1.68 -0.08 1.05
N 4.7505 -1.5174 -1.4875 -0.58 1.36 -1.19
C 3.8310 -0.4042 -1.0808 2.55 -1.50 1.41
C 4.7282 0.7005 -0.4168 -2.00 0.24 -0.32
O 4.8878 0.4193 0.9892 0.39 -0.27 -1.05
C 5.5680 1.4139 1.7293 0.17 0.05 -0.09
H 5.2811 -6.2471 -1.8479 -0.44 0.18 0.27
H 6.5591 -5.9574 -0.6346 -0.40 0.52 0.29
H 6.8456 -5.6967 -2.3160 0.23 0.14 -0.23
H 4.5376 -4.3450 -3.1807 -0.01 -0.84 0.08
H 5.9059 -3.3825 -3.3861 0.46 0.64 0.39
H 3.2353 -2.9791 -1.8194 -0.02 -0.46 0.29
H 3.6796 -2.1249 -3.2178 0.46 0.27 -0.24
H 5.2463 -1.8409 -0.6692 -0.21 -0.57 -0.09
H 3.2613 -0.8315 -0.2556 -0.99 0.53 -0.12
H 3.2171 -0.1371 -1.9410 0.06 0.45 0.31
H 4.1438 1.6168 -0.5010 0.24 0.24 0.22
H 5.6579 0.8406 -0.9683 0.36 -0.28 0.22
H 6.6281 1.3579 1.4819 0.22 0.25 0.07
H 5.4282 1.2588 2.7991 -0.06 -0.52 -0.13
H 5.1762 2.4162 1.5565 -0.06 0.10 -0.43
```
Positions in Å, forces in eV/Å.

Output
gap between HOMO and LUMO (alpha / beta) = 2.507 / 4.326 eV
E = -111293.33514 eV
highest occupied orbital energy (alpha / beta) = -1.08 / -2.94 eV
total charge = -1
multiplicity = 2

Mulliken population analysis, charges in e, atoms 1 to 8: 0.0429 0.5210 0.4960 0.3807 -0.1722 0.6535 0.3855 0.1508

This record from the OMol25 dataset describes the ion C6H16N2 with charge +1 at a distorted geometry. The level of theory is ωB97M-V/def2-TZVPD.

The geometry in XYZ format:
```
24
Properties=species:S:1:pos:R:3:forces:R:3
C -1.3539 -1.4318 -0.0354 0.44 -0.37 1.11
N -0.0682 -0.7905 0.1972 -1.60 2.11 -2.16
C 0.6464 -0.2643 -0.9765 0.12 -1.38 0.18
C 2.1557 -0.1863 -0.6788 0.44 -0.68 -0.90
C 2.7738 1.1595 -0.9533 -0.43 1.06 0.66
N 2.0152 2.1825 -0.1885 0.24 -0.04 0.02
C -2.5081 -0.4438 0.2871 -0.19 -1.03 0.79
C -2.8341 -0.3468 1.7894 0.54 0.31 -0.42
H -1.4822 -1.8496 -1.0287 0.65 0.12 -0.16
H -1.3486 -2.2571 0.6914 -0.50 -0.03 -0.09
H -0.1213 -0.1117 0.9663 0.54 -0.63 0.35
H 0.1843 0.6615 -1.3482 0.07 0.42 0.76
H 0.3922 -0.9589 -1.7794 0.39 -0.18 0.01
H 2.3447 -0.5667 0.3266 0.05 0.32 0.16
H 2.6348 -0.9253 -1.3324 -0.05 0.04 0.14
H 3.8439 1.2302 -0.7391 -0.05 -0.60 0.22
H 2.7013 1.4223 -2.0094 -0.25 -0.12 -0.09
H 2.6114 2.9945 -0.0905 -0.23 0.33 -0.16
H 1.8456 1.9027 0.7780 0.26 -0.21 -0.21
H -2.3110 0.5115 -0.1931 -0.23 0.07 -0.05
H -3.3651 -0.9487 -0.1653 0.03 0.33 -0.36
H -2.7426 -1.3158 2.2763 -0.12 -0.10 -0.07
H -3.8590 -0.0028 1.9007 0.07 0.17 0.18
H -2.1550 0.3352 2.3058 -0.19 0.10 0.09
```
Positions in Å, forces in eV/Å.

Output
relative energy (zero: lowest compared OMol25 entry of this formula, charge and spin) = 61.6 kJ/mol
gap between HOMO and LUMO (alpha / beta) = 10.370 / 5.478 eV
E = -9453.04279 eV
highest occupied orbital energy (alpha / beta) = -13.09 / -13.06 eV
total charge = +1
multiplicity = 2

Mulliken population analysis, charges in e, atoms 1 to 8: -0.6723 0.0753 -0.4837 -0.7060 -0.6601 -0.5626 -0.3675 -1.1292

This record from the OMol25 dataset describes a structure of composition C14H22CrN4O4. The level of theory is ωB97M-V/def2-TZVPD.

The geometry in XYZ format:
```
45
Properties=species:S:1:pos:R:3:forces:R:3
Cr 0.0138 -0.0065 -0.0570 -0.01 0.03 0.22
C -1.9254 0.3317 2.2123 0.08 -0.15 -0.06
C -2.1987 1.3859 1.1683 0.04 0.18 -0.08
O -0.9585 1.6347 0.4258 0.07 -0.15 0.20
C -0.0914 2.7358 0.8580 -0.19 0.01 -0.11
C 0.9718 2.1628 1.7546 0.14 -0.13 -0.04
O 1.4125 0.9587 1.0682 0.14 0.12 0.01
C 2.3580 0.1290 1.7981 -0.05 0.17 -0.06
C 2.4519 -1.1346 0.9859 -0.08 -0.19 -0.09
O 1.0925 -1.5183 0.5856 0.02 0.19 0.16
C 0.3587 -2.4745 1.4199 0.17 -0.03 -0.12
C -0.5255 -1.6940 2.3579 -0.15 0.12 -0.04
O -1.0763 -0.6316 1.5330 -0.23 -0.21 0.08
H -2.8513 -0.1499 2.5270 0.00 -0.01 0.02
H -1.3985 0.7032 3.0918 0.01 0.06 0.00
H -2.5574 2.3169 1.6026 -0.01 0.01 -0.01
H -2.9124 1.0419 0.4238 0.00 -0.02 -0.03
H -0.6874 3.5019 1.3497 -0.01 0.00 0.01
H 0.3279 3.1437 -0.0587 0.02 0.01 -0.02
H 0.6029 1.8823 2.7420 -0.03 0.03 0.03
H 1.8069 2.8546 1.8650 0.03 0.00 0.01
H 1.9780 -0.0282 2.8082 0.00 -0.04 0.03
H 3.3240 0.6314 1.8504 0.01 0.02 0.02
H 2.9203 -1.9514 1.5311 -0.01 -0.01 0.02
H 2.9874 -0.9778 0.0526 0.01 0.02 -0.02
H 1.0617 -3.1167 1.9468 0.01 0.00 0.00
H -0.2179 -3.0765 0.7219 -0.03 0.00 -0.01
H 0.0092 -1.2412 3.1936 0.05 -0.03 0.02
H -1.3312 -2.3192 2.7436 -0.02 0.01 0.02
N -1.7015 -1.4390 -3.4362 -0.22 -0.02 -0.03
C -2.6077 -2.1122 -2.6398 0.10 -0.02 -0.14
C -2.2820 -1.8155 -1.3568 0.10 0.14 0.04
N -1.1947 -0.9582 -1.3682 -0.19 -0.03 0.09
C -0.8835 -0.7503 -2.6451 0.30 0.08 -0.05
C 0.2631 0.1264 -2.8771 -0.21 -0.20 0.05
N 0.8653 0.5827 -1.7808 0.22 0.15 -0.03
C 1.9064 1.3940 -2.2052 -0.13 -0.13 0.12
C 1.9121 1.4083 -3.5608 -0.08 -0.08 -0.12
N 0.8660 0.5992 -3.9635 0.12 0.12 -0.08
H -1.6948 -1.4665 -4.4474 -0.01 -0.01 0.00
H -3.3836 -2.7349 -3.0536 0.02 0.01 -0.01
H -2.7564 -2.1479 -0.4497 0.02 0.01 0.00
H 2.5729 1.8932 -1.5234 -0.02 -0.01 0.01
H 2.5544 1.9081 -4.2668 -0.01 -0.01 0.00
H 0.6184 0.4185 -4.9277 0.01 0.01 0.00
```
Positions in Å, forces in eV/Å.

Output
gap between HOMO and LUMO (alpha / beta) = 6.776 / 7.278 eV
E = -57420.16573 eV
highest occupied orbital energy (alpha / beta) = -18.36 / -18.35 eV
total charge = +3
multiplicity = 2

Mulliken population analysis, charges in e, atoms 1 to 8: -0.4711 -0.4957 -0.5659 0.0655 -0.5738 -0.4569 -0.0717 -0.4463

This record from the OMol25 dataset describes an isolated molecule of C4H5NOS. The level of theory is ωB97M-V/def2-TZVPD.

The geometry in XYZ format:
```
12
Properties=species:S:1:pos:R:3:forces:R:3
O 2.7298 -0.7547 -0.0030 0.19 0.51 -0.02
C 1.5397 -0.0996 -0.0009 -0.14 -0.21 0.06
C 1.3031 1.2391 0.0013 -0.35 0.02 -0.02
C -0.1259 1.4097 -0.0037 0.22 -0.43 0.05
C -0.6801 0.1678 -0.0064 -0.42 -0.01 0.06
S -2.3981 -0.2623 0.0008 0.30 -0.16 0.01
N 0.3338 -0.7664 0.0041 0.21 0.57 -0.07
H 2.6310 -1.7036 0.0167 -0.20 -0.31 0.01
H 2.0310 2.0232 0.0048 0.25 0.07 0.00
H -0.6863 2.3236 0.0215 0.04 0.21 -0.05
H -2.2051 -1.5927 -0.0069 -0.07 0.15 0.00
H 0.2029 -1.7527 0.0043 -0.02 -0.42 -0.02
```
Positions in Å, forces in eV/Å.

Output
SMILES string = Oc1ccc(S)[nH]1
relative energy (zero: lowest compared OMol25 entry of this formula, charge and spin) = 74.8 kJ/mol
gap between HOMO and LUMO = 7.812 eV
E = -18601.14405 eV
highest occupied orbital energy = -7.39 eV
multiplicity = 1

Mulliken population analysis, charges in e, atoms 1 to 8: -0.4939 0.2135 -0.6184 -0.2379 0.0372 -0.2384 -0.0562 0.2951